{"formula": "C36H62IN5O10S5", "method": "the ωB97M-V functional and the def2-TZVPD basis", "total_charge": 0, "multiplicity": 1, "fmax_ev_per_a": 0.9, "orbital_gap_ha": 0.31533, "smiles": "[H]/N=C(/N)NCCCCc1cccc2nc(CCCI)cnc12.O=S1(=O)CCCC1.O=S1(=O)CCCC1.O=S1(=O)CCCC1.O=S1(=O)CCCC1.O=S1(=O)CCCC1", "species": ["N", "C", "N", "N", "C", "C", "C", "C", "C", "C", "C", "C", "C", "N", "C", "C", "C", "C", "I", "C", "N", "C", "H", "H", "H", "H", "H", "H", "H", "H", "H", "H", "H", "H", "H", "H", "H", "H", "H", "H", "H", "H", "H", "H", "C", "C", "C", "S", "O", "O", "C", "H", "H", "H", "H", "H", "H", "H", "H", "C", "C", "C", "S", "O", "O", "C", "H", "H", "H", "H", "H", "H", "H", "H", "C", "C", "C", "S", "O", "O", "C", "H", "H", "H", "H", "H", "H", "H", "H", "C", "C", "C", "S", "O", "O", "C", "H", "H", "H", "H", "H", "H", "H", "H", "C", "C", "C", "S", "O", "O", "C", "H", "H", "H", "H", "H", "H", "H", "H"], "positions_angstrom": [[3.462, 5.028, 6.696], [2.884, 4.110, 6.057], [2.252, 4.435, 4.827], [2.848, 2.767, 6.537], [2.180, 1.760, 5.682], [2.186, 0.431, 6.372], [1.266, -0.617, 5.768], [-0.209, -0.198, 5.730], [-0.964, -0.400, 4.445], [-2.203, -1.021, 4.494], [-2.980, -1.205, 3.345], [-2.515, -0.790, 2.119], [-1.259, -0.178, 2.015], [-0.818, 0.236, 0.789], [0.326, 0.837, 0.738], [0.889, 1.321, -0.559], [-0.154, 1.468, -1.643], [-0.902, 2.790, -1.524], [-2.948, 2.533, -0.920], [1.073, 1.074, 1.910], [0.695, 0.704, 3.093], [-0.495, 0.037, 3.181], [3.880, 4.636, 7.537], [2.485, 3.772, 4.103], [1.249, 4.438, 4.951], [2.306, 2.808, 7.392], [1.181, 2.083, 5.429], [2.726, 1.690, 4.753], [3.205, 0.068, 6.374], [1.910, 0.540, 7.416], [1.630, -0.929, 4.805], [1.356, -1.484, 6.409], [-0.720, -0.804, 6.459], [-0.332, 0.811, 6.077], [-2.585, -1.349, 5.446], [-3.946, -1.666, 3.404], [-3.111, -0.922, 1.238], [1.710, 0.700, -0.880], [1.274, 2.316, -0.372], [0.371, 1.485, -2.587], [-0.812, 0.617, -1.687], [-0.909, 3.300, -2.456], [-0.441, 3.434, -0.795], [2.017, 1.589, 1.826], [2.257, -4.100, -1.531], [3.460, -3.814, -2.444], [2.964, -2.928, -3.594], [1.567, -2.007, -2.933], [0.374, -2.408, -3.644], [1.906, -0.611, -2.816], [1.561, -2.761, -1.314], [2.561, -4.544, -0.585], [1.572, -4.794, -2.023], [4.230, -3.286, -1.880], [3.908, -4.727, -2.827], [3.715, -2.226, -3.935], [2.600, -3.514, -4.434], [0.535, -2.844, -0.961], [2.136, -2.113, -0.652], [-1.381, 7.279, -6.447], [-2.558, 7.310, -5.461], [-2.575, 5.965, -4.721], [-0.872, 5.387, -4.707], [-0.783, 4.180, -5.489], [-0.350, 5.438, -3.366], [-0.189, 6.741, -5.659], [-1.171, 8.264, -6.859], [-1.609, 6.608, -7.277], [-2.411, 8.122, -4.746], [-3.505, 7.487, -5.967], [-2.917, 6.054, -3.694], [-3.166, 5.217, -5.245], [0.619, 6.366, -6.281], [0.189, 7.479, -4.953], [4.963, -6.288, -6.942], [6.007, -5.677, -7.887], [6.558, -4.416, -7.208], [6.409, -4.697, -5.437], [5.464, -3.750, -4.897], [7.713, -4.848, -4.849], [5.606, -6.295, -5.558], [4.675, -7.291, -7.250], [4.064, -5.668, -6.931], [6.814, -6.392, -8.050], [5.580, -5.439, -8.860], [7.605, -4.236, -7.439], [5.970, -3.533, -7.447], [4.896, -6.400, -4.741], [6.383, -7.054, -5.480], [-4.837, -4.479, -2.730], [-3.815, -3.934, -3.739], [-3.133, -2.719, -3.096], [-3.193, -2.999, -1.325], [-4.029, -1.993, -0.721], [-1.868, -3.258, -0.815], [-4.110, -4.538, -1.390], [-5.215, -5.458, -3.019], [-5.687, -3.798, -2.660], [-3.070, -4.702, -3.955], [-4.286, -3.661, -4.682], [-2.094, -2.611, -3.393], [-3.673, -1.795, -3.293], [-4.771, -4.595, -0.529], [-3.385, -5.351, -1.362], [-4.497, 3.537, 7.519], [-4.950, 2.830, 6.233], [-3.989, 1.660, 5.988], [-3.390, 1.161, 7.612], [-1.972, 1.419, 7.681], [-3.912, -0.137, 7.953], [-4.250, 2.430, 8.539], [-5.242, 4.246, 7.876], [-3.571, 4.085, 7.334], [-5.966, 2.453, 6.363], [-4.960, 3.508, 5.381], [-4.473, 0.806, 5.522], [-3.124, 1.956, 5.398], [-3.633, 2.733, 9.381], [-5.184, 1.996, 8.894]], "lowdin_charge": [0.12, -0.55, 0.08, 0.02, -0.25, -0.20, -0.18, -0.15, -0.14, -0.04, -0.06, -0.01, -0.19, 0.19, -0.26, -0.15, -0.30, -0.61, 0.72, -0.06, 0.16, -0.15, 0.04, 0.06, 0.08, 0.12, 0.09, 0.10, 0.11, 0.11, 0.10, 0.10, 0.10, 0.08, 0.11, 0.10, 0.08, 0.10, 0.11, 0.10, 0.08, -0.01, 0.04, 0.12, -0.21, -0.21, -0.23, 0.68, -0.32, -0.32, -0.22, 0.12, 0.12, 0.12, 0.10, 0.09, 0.10, 0.08, 0.11, -0.22, -0.21, -0.21, 0.65, -0.31, -0.33, -0.23, 0.11, 0.12, 0.12, 0.11, 0.10, 0.11, 0.11, 0.11, -0.22, -0.21, -0.21, 0.67, -0.32, -0.31, -0.23, 0.12, 0.12, 0.12, 0.11, 0.10, 0.10, 0.10, 0.11, -0.22, -0.21, -0.21, 0.66, -0.33, -0.33, -0.23, 0.11, 0.12, 0.12, 0.11, 0.08, 0.11, 0.11, 0.11, -0.22, -0.21, -0.22, 0.66, -0.32, -0.32, -0.23, 0.11, 0.12, 0.12, 0.11, 0.10, 0.11, 0.11, 0.11]}

=====

{"formula": "C36H63N9Pb", "method": "the ωB97M-V functional and the def2-TZVPD basis", "total_charge": 2, "multiplicity": 1, "fmax_ev_per_a": 4.5, "orbital_gap_ha": 0.14194, "species": ["Pb", "C", "C", "C", "C", "N", "H", "H", "H", "H", "H", "H", "H", "C", "C", "C", "C", "N", "H", "H", "H", "H", "H", "H", "H", "C", "C", "C", "C", "N", "H", "H", "H", "H", "H", "H", "H", "C", "C", "C", "C", "N", "H", "H", "H", "H", "H", "H", "H", "C", "C", "C", "C", "N", "H", "H", "H", "H", "H", "H", "H", "C", "C", "C", "C", "N", "H", "H", "H", "H", "H", "H", "H", "C", "C", "C", "C", "N", "H", "H", "H", "H", "H", "H", "H", "C", "C", "C", "C", "N", "H", "H", "H", "H", "H", "H", "H", "C", "C", "C", "C", "N", "H", "H", "H", "H", "H", "H", "H"], "positions_angstrom": [[-0.280, -0.907, -1.188], [-6.577, 3.876, -3.556], [-5.529, 4.822, -2.919], [-4.174, 4.715, -3.732], [-3.570, 3.418, -3.743], [-3.115, 2.344, -3.747], [-7.567, 4.043, -3.131], [-6.261, 2.842, -3.420], [-6.553, 4.020, -4.636], [-5.468, 4.721, -1.835], [-5.969, 5.808, -3.064], [-3.421, 5.442, -3.429], [-4.413, 5.095, -4.726], [-5.154, 2.422, 5.205], [-3.827, 2.975, 5.624], [-3.078, 3.621, 4.396], [-2.824, 2.775, 3.180], [-2.590, 2.178, 2.232], [-5.056, 2.064, 4.180], [-5.879, 3.228, 5.093], [-5.491, 1.621, 5.863], [-3.244, 2.199, 6.120], [-3.932, 3.674, 6.454], [-2.122, 4.054, 4.691], [-3.654, 4.481, 4.056], [-7.781, -2.882, 1.506], [-8.486, -2.196, 0.285], [-7.853, -2.462, -1.072], [-6.417, -2.267, -0.953], [-5.293, -2.131, -0.733], [-8.417, -2.767, 2.384], [-6.865, -2.357, 1.780], [-7.665, -3.964, 1.441], [-8.471, -1.137, 0.541], [-9.547, -2.432, 0.369], [-8.283, -1.957, -1.937], [-8.019, -3.519, -1.281], [6.423, 3.999, 2.409], [5.893, 3.351, 3.705], [5.702, 1.833, 3.653], [4.752, 1.345, 2.698], [3.910, 0.964, 2.023], [6.613, 5.072, 2.424], [5.789, 3.926, 1.525], [7.388, 3.709, 1.994], [4.960, 3.887, 3.879], [6.530, 3.488, 4.580], [5.460, 1.318, 4.583], [6.683, 1.488, 3.328], [4.893, -7.801, 1.318], [3.519, -8.518, 1.315], [2.598, -8.074, 0.163], [2.338, -6.636, 0.052], [2.033, -5.546, -0.068], [4.857, -6.793, 1.732], [5.281, -7.762, 0.300], [5.421, -8.460, 2.006], [2.882, -8.210, 2.144], [3.544, -9.601, 1.187], [1.623, -8.523, 0.354], [2.915, -8.580, -0.749], [3.351, -1.295, -8.524], [2.009, -1.496, -9.251], [0.713, -1.302, -8.467], [0.612, -1.869, -7.115], [0.527, -2.369, -6.058], [3.203, -0.395, -7.926], [4.186, -1.201, -9.219], [3.776, -2.077, -7.895], [1.913, -2.525, -9.597], [1.942, -0.928, -10.179], [-0.220, -1.543, -8.977], [0.620, -0.223, -8.344], [0.397, 7.183, 0.553], [1.714, 7.599, -0.202], [1.812, 6.750, -1.548], [1.598, 5.342, -1.381], [1.328, 4.223, -1.294], [-0.469, 7.302, -0.098], [0.234, 7.918, 1.342], [0.384, 6.181, 0.982], [2.600, 7.534, 0.431], [1.689, 8.641, -0.521], [2.722, 6.943, -2.116], [1.024, 7.099, -2.215], [-2.884, -6.400, 5.836], [-2.741, -5.024, 6.524], [-3.359, -3.830, 5.691], [-2.566, -3.573, 4.476], [-1.875, -3.374, 3.564], [-2.653, -7.242, 6.488], [-2.165, -6.434, 5.017], [-3.852, -6.508, 5.348], [-1.670, -4.920, 6.697], [-3.162, -5.033, 7.530], [-3.490, -2.945, 6.314], [-4.361, -4.111, 5.369], [8.137, -0.956, -1.064], [7.823, 0.404, -1.777], [6.873, 0.530, -2.931], [5.590, -0.212, -2.804], [4.611, -0.727, -2.644], [7.376, -1.613, -0.644], [8.976, -0.765, -0.396], [8.469, -1.624, -1.859], [8.794, 0.799, -2.077], [7.446, 1.082, -1.012], [7.276, 0.071, -3.834], [6.578, 1.573, -3.047]], "lowdin_charge": [1.89, -0.11, -0.22, -0.19, -0.24, 0.12, 0.08, 0.06, 0.08, 0.10, 0.10, 0.12, 0.12, -0.12, -0.25, -0.16, -0.23, 0.11, 0.06, 0.08, 0.08, 0.10, 0.11, 0.11, 0.12, -0.11, -0.24, -0.18, -0.24, 0.12, 0.07, 0.06, 0.08, 0.11, 0.11, 0.12, 0.12, -0.11, -0.23, -0.20, -0.26, 0.12, 0.07, 0.07, 0.07, 0.11, 0.11, 0.13, 0.12, -0.09, -0.25, -0.21, -0.23, 0.11, 0.07, 0.08, 0.07, 0.11, 0.11, 0.12, 0.12, -0.09, -0.25, -0.20, -0.22, 0.10, 0.07, 0.07, 0.07, 0.11, 0.11, 0.12, 0.12, -0.11, -0.20, -0.19, -0.26, 0.12, 0.07, 0.07, 0.06, 0.10, 0.10, 0.12, 0.12, -0.11, -0.24, -0.17, -0.23, 0.11, 0.08, 0.07, 0.07, 0.10, 0.10, 0.11, 0.11, -0.09, -0.25, -0.18, -0.24, 0.12, 0.07, 0.07, 0.07, 0.11, 0.10, 0.12, 0.12]}